Formula: CF3N
Source: the Open Molecules 2025 dataset
Level of theory: the ωB97M-V functional and the def2-TZVPD basis

```
5
CF3N, DFT the ωB97M-V functional and the def2-TZVPD basis
F -1.685 -0.237 -0.028
F 0.379 -1.279 0.000
F 1.605 0.591 -0.048
N -0.726 0.671 -0.004
C 0.444 0.032 0.125
```

Its HOMO energy is -0.4075 Eh. As for the frontier orbital gap: 11.49 eV. As for the total energy: -10676.3491 eV. Its SMILES is FN=C(F)F. For the LUMO energy, the calculation gives 0.4 eV.

Formula: CF3N2O4S
Source: the Open Molecules 2025 dataset
Level of theory: the ωB97M-V functional and the def2-TZVPD basis

```
11
CF3N2O4S, DFT the ωB97M-V functional and the def2-TZVPD basis
S -1.727 -0.534 0.537
F 0.463 -1.828 1.192
F 0.486 -0.917 -0.724
F 0.866 0.291 1.030
O -2.039 -1.817 -0.088
O -2.216 -0.458 1.889
O 1.769 2.875 -1.406
O -1.886 0.665 -0.210
N 2.256 0.671 -1.392
N 1.924 1.729 -1.327
C 0.103 -0.676 0.498
```

Its HOMO energy is -0.2048 Eh. As for the charge: -1. As for the frontier orbital gap: 9.03 eV. As for the total energy: -31195.0626 eV. For the LUMO energy, the calculation gives 3.5 eV.

Formula: CF3N3
Source: the Open Molecules 2025 dataset
Level of theory: the ωB97M-V functional and the def2-TZVPD basis

```
7
CF3N3, DFT the ωB97M-V functional and the def2-TZVPD basis
F -0.256 0.545 -2.053
F -0.822 -1.717 1.671
F -0.564 2.126 -0.589
N -0.541 0.769 -0.720
N 0.903 -1.004 0.174
N 0.231 -0.661 1.368
C 0.200 0.060 0.118
```

Its HOMO energy (spin up / spin down) is -0.2925 / -0.4221 Eh. As for the frontier orbital gap (spin up / spin down): 8.14 / 7.16 eV. As for the total energy: -13646.7256 eV. The spin multiplicity is 3. For the LUMO energy (spin up / spin down), the calculation gives 0.2 / -4.3 eV.